Entry 1:
Molecular formula: C3H3BrO
Method: DFT, the ωB97M-V functional and the def2-TZVPD basis

```
8
Properties=species:S:1:pos:R:3:forces:R:3
C 0.5443 -0.2515 0.0669 1.0731 1.6740 -0.6377
C 0.8360 -1.4638 0.8109 0.1536 -0.7167 0.9688
C -0.7229 0.4895 -0.0158 -3.2004 -0.1016 -0.6538
O 0.6038 -1.5926 -0.4529 0.1168 0.3752 -0.5016
Br 2.0702 0.9426 -0.3345 -0.4472 -0.8336 0.0592
H -0.9825 0.8463 -1.1700 0.7264 -0.7732 3.2400
H -0.8247 1.3252 0.7723 0.5064 -1.1062 -1.5920
H -1.5242 -0.2957 0.3230 1.0713 1.4822 -0.8829
```
Forces are in eV/Å.

Properties
LUMO   -0.01 eV
Orbital gap   9.9 eV

---

Entry 2:
Molecular formula: C42H57Br2InN4O5Si
Method: DFT, the ωB97M-V functional and the def2-TZVPD basis

```
112
Properties=species:S:1:pos:R:3:forces:R:3
In 0.4533 0.5187 -0.0250 0.4779 0.3860 -0.5605
O -0.1596 2.6570 3.4139 -0.0149 0.0727 0.1337
C -0.0545 2.2858 2.2737 -0.0345 0.0035 -0.0965
O 0.8628 1.5028 1.7946 0.0686 -0.0512 -0.0297
C -1.0722 2.7630 1.2430 -0.0777 0.0163 0.0727
C -1.9538 3.7812 1.5603 0.0315 -0.0402 0.0184
C -2.8789 4.1822 0.6132 -0.0155 0.0081 -0.0065
C -2.9013 3.5443 -0.6199 0.0178 -0.0025 -0.0098
C -1.9922 2.5361 -0.8666 -0.0267 0.0201 -0.0094
N -1.0865 2.1581 0.0461 0.0209 -0.1081 0.0580
H -1.8886 4.2270 2.5422 -0.0090 -0.0076 0.0110
H -3.5786 4.9772 0.8322 -0.0090 0.0125 -0.0021
H -3.6141 3.8204 -1.3832 -0.0035 0.0012 -0.0189
H -1.9818 2.0181 -1.8136 -0.0141 -0.0222 -0.0313
C -1.8769 -1.4849 -1.8124 -0.0628 -0.0721 -0.0352
O -0.9687 -0.3720 -1.8991 0.0167 0.0798 0.0027
C -0.8840 0.2428 -3.1392 -0.0242 0.0101 -0.0120
C -1.6970 -0.0435 -4.2225 0.0530 -0.0319 0.1316
C -1.4862 0.6377 -5.4180 0.0468 0.0529 -0.0183
Br -2.5763 0.2337 -6.8953 0.0157 -0.0074 0.0109
C -0.5094 1.6079 -5.5270 -0.1087 -0.0623 0.0516
C 0.2784 1.9276 -4.4215 -0.0058 -0.0002 -0.0668
C 0.0978 1.2193 -3.2480 0.0244 -0.1962 -0.0134
O 0.9156 1.3735 -2.1369 -0.0345 0.1738 0.0081
C 1.2812 2.9943 -4.5678 0.0398 -0.0423 0.0333
N 2.0727 3.0960 -5.5891 0.0300 -0.0649 0.0459
C 2.7609 4.2862 -5.3966 -0.0046 0.0419 0.0155
C 3.7153 4.8981 -6.2094 -0.0092 -0.0158 0.0120
C 4.1898 6.1298 -5.8153 -0.0029 0.0135 0.0078
C 3.7224 6.7565 -4.6469 0.0096 -0.0081 0.0068
C 2.7874 6.1592 -3.8263 0.0398 -0.0290 0.0596
C 2.3360 4.9028 -4.2157 0.0321 -0.0042 -0.0223
N 1.4186 4.0228 -3.6561 -0.0121 0.0523 0.0204
H -1.6356 -2.2193 -2.5812 -0.0018 0.0104 -0.0173
H -2.9045 -1.1406 -1.9294 0.0068 0.0122 -0.0156
H -1.7443 -1.9182 -0.8274 -0.0171 0.0309 -0.1136
H -2.4770 -0.7850 -4.1689 -0.0398 -0.0413 0.0242
H -0.3415 2.1367 -6.4534 -0.0157 0.0180 -0.0218
H 1.7033 1.9057 -2.3523 0.0720 0.0914 0.1064
H 4.0451 4.4218 -7.1216 0.0181 -0.0061 -0.0198
H 4.9218 6.6401 -6.4252 0.0146 0.0118 -0.0087
H 4.0994 7.7370 -4.3910 0.0040 0.0179 0.0011
H 2.4138 6.6552 -2.9411 0.0303 0.0041 0.0521
H 0.7453 4.2749 -2.9507 -0.0262 -0.0301 -0.0419
C 1.9957 -3.9502 -1.3573 0.0096 0.0264 -0.0049
C 2.4800 -3.1855 -2.5865 0.0074 0.0528 0.0318
C 1.7351 -1.8751 -2.4383 0.1196 0.0228 -0.0195
O 1.7217 -1.6064 -1.0091 -0.3382 -0.0961 -0.0872
C 1.9365 -2.8631 -0.2956 0.0954 -0.0328 0.0727
H 2.6632 -4.7594 -1.0699 -0.0167 -0.0174 0.0091
H 1.0042 -4.3706 -1.5341 -0.0129 -0.0048 0.0003
H 2.2489 -3.6835 -3.5254 0.0099 -0.0095 -0.0065
H 3.5574 -3.0222 -2.5357 0.0081 0.0037 -0.0260
H 0.7097 -1.9655 -2.7966 -0.0385 0.0043 -0.0109
H 2.2111 -1.0292 -2.9355 -0.0186 0.0030 0.0152
H 1.1280 -2.9987 0.4181 -0.0031 0.0048 0.0089
H 2.8805 -2.7764 0.2486 -0.0191 0.0257 -0.0203
C -3.9852 -0.7765 2.6269 -0.0193 -0.0656 0.1009
C -3.2354 -1.3980 3.8157 0.0979 -0.1543 0.0293
C -4.2361 -2.1993 4.6840 0.0113 0.0636 -0.0156
C -2.6704 -0.2402 4.6502 -0.0552 -0.0557 -0.0048
Si -1.9010 -2.6680 3.3498 0.3133 0.4101 -0.3602
Br -0.7306 -1.2213 1.4029 -0.3446 -0.5297 0.3891
C -2.4101 -4.1701 2.2949 0.0270 0.1288 0.0880
C -2.6992 -5.2889 3.3234 -0.0304 0.0122 -0.0646
C -3.6824 -3.9138 1.4763 0.0307 -0.0488 0.0536
C -1.3365 -4.6574 1.3083 -0.0525 -0.0527 0.1159
C -0.3651 -2.8306 4.4579 -0.1585 -0.0064 -0.0658
C 0.6323 -3.8721 3.9333 -0.0523 0.0064 0.0852
C 0.4210 -1.5258 4.6697 -0.0532 -0.0843 0.0585
C -0.9261 -3.3085 5.8192 0.0675 0.0053 -0.0240
H -4.7451 -0.1046 3.0333 -0.0163 0.0123 -0.0029
H -4.4977 -1.5061 2.0087 -0.0194 -0.0436 -0.0484
H -3.3242 -0.1840 1.9960 0.0280 0.0351 -0.0199
H -5.0046 -1.5110 5.0423 -0.0248 0.0051 0.0212
H -3.7685 -2.6455 5.5631 0.0100 -0.0032 0.0328
H -4.7405 -2.9884 4.1281 -0.0329 -0.0199 -0.0303
H -3.4967 0.4281 4.9038 -0.0117 0.0111 0.0128
H -1.9322 0.3444 4.1005 0.0406 0.0237 -0.0056
H -2.2297 -0.5716 5.5881 0.0291 0.0009 0.0291
H -3.4724 -5.0099 4.0414 -0.0307 0.0034 0.0169
H -1.8125 -5.5914 3.8770 0.0457 -0.0219 0.0106
H -3.0619 -6.1660 2.7829 -0.0168 -0.0276 0.0002
H -4.5466 -3.6814 2.0944 -0.0319 0.0277 0.0123
H -3.9196 -4.8243 0.9209 -0.0136 -0.0132 -0.0079
H -3.5449 -3.1108 0.7513 -0.0027 0.0421 -0.0309
H -0.4014 -4.9322 1.7862 0.0632 0.0026 0.0328
H -1.1277 -3.9130 0.5411 -0.0054 0.0250 -0.0530
H -1.7230 -5.5500 0.8102 0.0067 -0.0167 -0.0138
H 1.0445 -3.5839 2.9654 0.0107 0.0056 -0.0484
H 0.2095 -4.8713 3.8552 -0.0114 -0.0420 -0.0169
H 1.4635 -3.9294 4.6398 0.0191 -0.0070 0.0053
H 0.8867 -1.1761 3.7506 0.0148 0.0179 -0.0383
H 1.2184 -1.7362 5.3866 0.0187 0.0003 0.0092
H -0.1727 -0.7162 5.0779 -0.0441 0.0607 0.0104
H -1.4820 -4.2446 5.7467 -0.0126 -0.0363 0.0029
H -1.5669 -2.5640 6.2898 -0.0064 0.0380 0.0226
H -0.0838 -3.4834 6.4919 0.0089 -0.0138 0.0296
N 2.7150 0.7000 0.0196 -0.1839 -0.0801 0.2254
C 3.3664 1.9148 -0.4208 0.0222 0.0353 -0.0899
C 3.3341 3.0494 0.3748 0.0239 -0.0250 0.0240
C 4.0027 4.1876 -0.0540 -0.0015 -0.0061 -0.0075
C 4.6835 4.1932 -1.2629 -0.0389 0.0074 -0.0595
C 4.6929 3.0577 -2.0602 -0.0225 0.0421 -0.0141
C 4.0326 1.9112 -1.6404 -0.0375 0.0051 0.0006
H 3.0785 -0.1142 -0.4666 0.0337 -0.0122 0.0487
H 2.8524 0.5806 1.0231 0.1236 0.0058 -0.0457
H 2.8311 3.0272 1.3329 -0.0231 0.0028 -0.0025
H 4.0081 5.0673 0.5750 -0.0054 0.0124 0.0021
H 5.2160 5.0770 -1.5809 0.0118 0.0499 -0.0279
H 5.2335 3.0538 -2.9965 -0.0113 0.0084 -0.0357
H 4.0801 1.0056 -2.2370 0.0096 -0.0215 -0.0110
```
Forces are in eV/Å.

Properties
LUMO   -5.81 eV
Orbital gap   6.9 eV
Total charge   +2

---

Asked for relative energy (zero: lowest compared OMol25 entry of this formula, charge and spin) across the records above, the calculation gives 68.2, 53.7 kcal per mole in order.